# C41H30FN7O6S2Ti

A structure of composition C41H30FN7O6S2Ti in a non-equilibrium geometry (the ωB97M-V functional and the def2-TZVPD basis, the OMol25 dataset).

The HOMO-LUMO gap is 0.260 Eh. Its electronic energy is -113227.3777 eV. The HOMO energy comes out at -8.087 eV. For the maximum force, the calculation gives 1.04 eV Å⁻¹. Its relative energy (zero: lowest compared OMol25 entry of this formula, charge and spin) is 0.00 kJ/mol.

Last column: Löwdin charge in e.
Atoms and positions in Å:
Ti -0.7730 -0.2366 0.6749  1.00
C -4.4539 0.9391 1.3488  -0.04
O -3.0793 1.2838 1.4837  -0.12
C -2.7224 2.5615 1.2018  -0.26
C -3.5861 3.5680 0.7948  0.00
C -3.0847 4.8503 0.6027  -0.07
C -1.7497 5.1418 0.8335  -0.07
C -0.8864 4.1305 1.2323  -0.02
C -1.3731 2.8483 1.3869  -0.22
N -0.5326 1.7238 1.7095  -0.02
N 0.3316 2.0004 2.5742  0.15
C 1.0704 0.9732 3.1273  -0.15
C 0.5733 -0.3238 3.1862  -0.30
O -0.5029 -0.6843 2.5147  -0.14
C 1.2189 -1.2944 4.0032  0.02
C 2.3757 -0.9750 4.6364  0.00
C 2.9483 0.3308 4.5497  -0.17
C 4.1721 0.6355 5.1832  -0.03
C 4.7032 1.8936 5.1005  -0.08
C 4.0185 2.8936 4.3847  -0.07
C 2.8332 2.6228 3.7560  -0.02
C 2.2752 1.3290 3.8213  -0.10
H -5.0684 1.5886 1.9750  0.10
H -4.5371 -0.0922 1.6729  0.09
H -4.7698 1.0214 0.3055  0.11
H -4.6329 3.3629 0.6284  0.11
H -3.7555 5.6308 0.2692  0.11
H -1.3766 6.1462 0.6919  0.10
H 0.1622 4.3214 1.4122  0.10
H 0.7853 -2.2837 4.0519  0.13
H 2.8927 -1.7256 5.2224  0.12
H 4.6813 -0.1433 5.7374  0.11
H 5.6438 2.1226 5.5829  0.10
H 4.4374 3.8901 4.3266  0.10
H 2.3203 3.3920 3.1964  0.10
S 3.8861 -0.7595 0.6787  1.16
C 3.6714 0.9497 0.5079  -0.45
C 4.6491 1.9393 0.5571  -0.08
C 4.2575 3.2433 0.3471  -0.08
C 2.9193 3.5469 0.0739  -0.07
C 1.9512 2.5658 0.0304  -0.05
C 2.3256 1.2434 0.2741  -0.28
N 1.4912 0.1129 0.2820  0.03
C 2.2006 -0.9738 0.4422  -0.52
C 1.5284 -2.2642 0.4559  -0.25
C 2.2047 -3.4810 0.4927  -0.04
C 1.4736 -4.6523 0.5611  -0.07
C 0.0855 -4.5880 0.6171  -0.06
C -0.5738 -3.3658 0.5816  -0.10
C 0.1408 -2.1734 0.4656  -0.13
H 5.6838 1.6909 0.7495  0.11
H 4.9931 4.0357 0.3768  0.11
H 2.6367 4.5731 -0.1241  0.11
H 0.9321 2.7961 -0.2308  0.04
H 3.2879 -3.5192 0.4629  0.10
H 1.9776 -5.6090 0.5749  0.11
H -0.4906 -5.5031 0.6821  0.11
H -1.6550 -3.3579 0.6458  0.10
F -0.2361 -4.8836 -2.7145  0.09
C -1.4685 -4.4027 -2.9213  -0.18
C -1.8876 -3.2812 -2.3362  0.03
N -3.1532 -2.7753 -2.5422  0.03
C -3.5649 -1.5352 -1.8957  -0.01
C -3.4038 -1.6058 -0.3860  -0.53
O -4.2266 -2.0695 0.3575  0.13
O -2.2929 -1.0282 0.0611  -0.22
C -4.0361 -3.3702 -3.4284  -0.46
O -5.1352 -2.9331 -3.6829  0.09
N -3.5537 -4.5251 -4.0187  0.22
C -2.3173 -5.1426 -3.8498  -0.40
O -2.0242 -6.1595 -4.4316  0.10
H -1.2386 -2.7045 -1.6921  0.10
H -4.6307 -1.4450 -2.0987  0.14
H -3.0247 -0.6762 -2.2975  0.12
H -4.1915 -4.9740 -4.6605  0.17
C -0.0499 1.4494 -6.2585  -0.03
C -0.0272 0.6158 -5.0135  -0.33
C 0.3978 -0.7081 -5.0250  -0.02
C 0.3841 -1.3719 -3.8146  -0.12
N -0.0112 -0.8010 -2.6790  0.06
C -0.3975 0.4801 -2.7737  -0.75
S -0.8821 1.3207 -1.3187  0.75
N -0.4190 1.2093 -3.8900  0.10
H 0.1223 0.8480 -7.1489  0.07
H 0.7224 2.2176 -6.2012  0.09
H -1.0083 1.9597 -6.3433  0.08
H 0.7188 -1.1932 -5.9347  0.11
H 0.6995 -2.4082 -3.7451  0.11

# C41H30I2N3O2P2RbS2

A structure of composition C41H30I2N3O2P2RbS2 (the ωB97M-V functional and the def2-TZVPD basis, the OMol25 dataset).

The HOMO-LUMO gap is 0.234 Eh. Its electronic energy is -108680.4132 eV. The HOMO energy comes out at -2.631 eV. For the maximum force, the calculation gives 0.25 eV Å⁻¹. As for the net charge: -2. Its relative energy (zero: lowest compared OMol25 entry of this formula, charge and spin) is 0.00 kJ/mol.

Last column: Löwdin charge in e.
Atoms and positions in Å:
Rb 0.4112 0.8477 -2.0635  0.64
S -2.5036 0.0121 -0.6473  0.14
P -1.4375 -0.1596 1.0487  0.33
C 0.2139 0.0091 1.0395  -0.61
P 1.2192 1.1409 1.6099  0.40
S 3.0865 1.2692 0.6192  0.03
C 0.7048 2.8990 1.5119  -0.32
C 0.0196 3.4878 2.5742  -0.09
C -0.5140 4.7614 2.4490  -0.09
C -0.3773 5.4624 1.2590  -0.10
C 0.3007 4.8854 0.1943  -0.07
C 0.8389 3.6122 0.3224  -0.11
C 1.7766 0.9947 3.3537  -0.37
C 2.6011 1.9513 3.9427  -0.11
C 3.0121 1.8074 5.2569  -0.09
C 2.6148 0.6965 5.9946  -0.10
C 1.8055 -0.2652 5.4102  -0.08
C 1.3867 -0.1102 4.0938  -0.09
C -2.2555 0.9450 2.2894  -0.32
C -2.0458 0.7181 3.6504  -0.09
C -2.5479 1.5911 4.6029  -0.10
C -3.2679 2.7127 4.2061  -0.12
C -3.4840 2.9444 2.8559  -0.11
C -2.9839 2.0630 1.9045  -0.11
C -1.8528 -1.8009 1.7740  -0.34
C -3.1738 -2.2303 1.8897  -0.10
C -3.4631 -3.4604 2.4566  -0.10
C -2.4349 -4.2806 2.9095  -0.11
C -1.1177 -3.8659 2.7867  -0.10
C -0.8307 -2.6300 2.2154  -0.11
H -0.1151 2.9409 3.5000  0.10
H -1.0553 5.1941 3.2820  0.10
H -0.8045 6.4528 1.1550  0.09
H 0.4088 5.4124 -0.7452  0.11
H 1.3882 3.2033 -0.5193  0.06
H 2.9300 2.8048 3.3614  0.10
H 3.6539 2.5556 5.7069  0.09
H 2.9475 0.5782 7.0190  0.09
H 1.5082 -1.1420 5.9721  0.10
H 0.7624 -0.8558 3.6168  0.08
H -1.4801 -0.1504 3.9667  0.10
H -2.3741 1.3991 5.6555  0.10
H -3.6570 3.4000 4.9487  0.09
H -4.0379 3.8200 2.5375  0.10
H -3.1511 2.2335 0.8475  0.07
H -3.9666 -1.5962 1.5091  0.09
H -4.4912 -3.7946 2.5284  0.09
H -2.6639 -5.2478 3.3415  0.09
H -0.3084 -4.5044 3.1225  0.10
H 0.1935 -2.2986 2.0766  0.08
O -0.0835 3.7673 -4.6325  -0.02
C 0.8893 3.0140 -4.4409  -0.75
O 1.7466 3.0219 -3.5322  -0.11
C 1.0102 1.9038 -5.4992  -0.18
C 1.0574 2.2719 -6.8760  0.00
C 1.1440 1.3057 -7.8234  -0.02
C 1.1407 -0.0591 -7.4308  -0.17
C 1.2018 -1.1336 -8.3464  -0.06
C 1.1731 -2.4273 -7.9033  -0.10
C 1.0796 -2.6990 -6.5212  -0.09
C 1.0218 -1.6776 -5.6138  -0.01
C 1.0563 -0.3324 -6.0498  -0.21
N 1.0122 0.6553 -5.1076  0.13
H 1.0140 3.3230 -7.1253  0.11
H 1.1999 1.5535 -8.8786  0.11
H 1.2681 -0.9137 -9.4067  0.10
H 1.2191 -3.2467 -8.6102  0.09
H 1.0536 -3.7257 -6.1775  0.10
H 0.9429 -1.8643 -4.5490  0.09
I 3.8760 -1.0504 1.0618  0.27
I 4.8317 -4.0686 1.5942  -0.46
N -3.1135 -5.3081 -0.8069  0.15
C -2.1366 -4.7096 -0.9073  -0.18
C -0.8868 -4.0095 -1.0362  -0.21
C 0.2471 -4.4539 -0.3591  -0.02
C 1.4305 -3.7643 -0.5229  -0.06
C 1.4335 -2.6731 -1.3830  -0.15
N 0.3594 -2.2479 -2.0446  0.03
C -0.7874 -2.8906 -1.8571  -0.12
H 0.1816 -5.3131 0.2953  0.12
H 2.3377 -4.0401 0.0015  0.00
H 2.3515 -2.1174 -1.5374  0.08
H -1.6601 -2.5034 -2.3674  0.10

# C41H31Br2MoN6O11

A structure of composition C41H31Br2MoN6O11 in a non-equilibrium geometry (the ωB97M-V functional and the def2-TZVPD basis, the OMol25 dataset).

The HOMO-LUMO gap (spin up / spin down) is 0.232 / 0.249 Eh. Its electronic energy is -216411.8726 eV. The HOMO energy (spin up / spin down) comes out at -10.769 / -10.847 eV. For the maximum force, the calculation gives 3.41 eV Å⁻¹. As for the net charge: +1. Its relative energy (zero: lowest compared OMol25 entry of this formula, charge and spin) is 46.54 kJ/mol. The spin multiplicity is 3.

Last column: Löwdin charge in e.
Atoms and positions in Å:
Mo -0.2539 -0.9502 -0.4789  1.88
C -2.2214 2.5942 -4.3777  -0.07
O -2.7712 1.2898 -4.1400  -0.01
C -2.2228 0.8276 -2.9880  -0.30
N -1.3145 1.5592 -2.4429  0.17
C -1.2510 2.8585 -3.1791  -0.20
C -1.6683 4.0008 -2.2565  -0.18
C -2.9712 4.3323 -2.0298  -0.05
C -3.3173 5.3225 -1.0873  -0.06
C -2.3169 6.0634 -0.4626  -0.09
C -1.0120 5.9358 -0.8672  -0.09
C -0.6770 4.8914 -1.7212  -0.02
C -2.8533 -0.4145 -2.5013  -0.13
C -3.9438 -1.0406 -3.1555  0.06
C -4.6737 -2.0504 -2.5407  0.02
C -4.3595 -2.3135 -1.2085  0.06
C -3.1691 -1.7992 -0.6603  -0.15
N -2.4289 -0.8875 -1.3196  0.06
C -2.6753 -2.2321 0.6761  -0.28
N -1.6920 -1.6802 1.3204  0.09
C -1.6632 -2.1845 2.7338  -0.22
C -2.7392 -3.3135 2.6140  -0.05
O -3.4274 -3.1317 1.3645  0.04
C -2.0443 -1.2988 3.8927  -0.24
C -1.6301 -1.7386 5.1973  -0.04
C -2.3462 -1.2697 6.3237  -0.07
C -3.2834 -0.2337 6.1807  -0.10
C -3.4067 0.4219 4.9597  -0.09
C -2.7232 -0.0559 3.8380  -0.05
H -3.0284 3.3198 -4.4796  0.12
H -1.7444 2.5659 -5.3712  0.13
H -0.1884 2.9960 -3.4363  0.11
H -3.8259 3.8168 -2.4565  0.11
H -4.3485 5.5299 -0.8173  0.11
H -2.6461 6.7211 0.3357  0.11
H -0.2378 6.6136 -0.5116  0.11
H 0.3904 4.7148 -1.9370  0.11
H -4.2733 -0.6426 -4.0826  0.12
H -5.4475 -2.5529 -3.0450  0.11
H -5.0208 -2.9070 -0.5970  0.13
H -0.6740 -2.6005 2.8819  0.14
H -3.4901 -3.3612 3.4167  0.15
H -2.2272 -4.2856 2.5962  0.14
H -0.7616 -2.3705 5.2859  0.11
H -2.3492 -1.8329 7.2478  0.10
H -3.9314 0.1281 7.0408  0.13
H -4.1070 1.2627 4.9390  0.11
H -2.7013 0.4966 2.8678  0.12
O -0.6591 -4.7817 0.2467  0.09
C 0.0625 -3.8904 -0.1895  -0.49
O -0.2930 -2.9309 -1.0409  -0.23
C 1.5983 -3.9160 0.2343  -0.01
C 2.3877 -5.0593 0.3973  0.06
C 3.6503 -4.9148 0.9188  -0.16
C 4.2841 -3.7050 1.2385  0.09
C 3.6179 -2.5518 0.8549  -0.01
C 2.2212 -2.6272 0.4557  -0.23
O 1.4597 -1.5587 0.6005  -0.22
N 4.4276 -1.2552 0.8474  -0.30
O 5.3070 -1.2846 1.7138  0.08
O 4.1923 -0.3730 0.0645  0.10
N 4.3723 -6.1306 1.2405  -0.32
O 5.6110 -6.0116 1.2097  0.07
O 3.6984 -7.0830 1.6675  0.08
H 1.9899 -6.0515 0.0978  0.16
H 5.2172 -3.6777 1.7720  0.13
C 2.7129 2.1293 -3.7707  0.01
C 2.9920 2.2558 -2.3671  -0.24
C 3.9498 3.1757 -1.9095  0.00
C 4.0864 3.3922 -0.5879  0.03
C 3.4782 2.4799 0.3680  -0.20
C 3.8394 2.5187 1.7079  -0.62
Br 5.0002 3.7983 2.4320  0.85
C 3.1794 1.6669 2.6363  -0.12
C 1.9287 1.1352 2.2379  -0.61
Br 0.8704 0.3677 3.5392  0.96
C 1.5526 1.1420 0.9026  -0.35
O 0.3180 0.7177 0.5568  -0.28
C 2.4232 1.6930 -0.0851  -0.10
N 2.3579 1.4846 -1.4659  0.23
H 2.5378 1.1419 -4.1642  0.09
H 3.5474 2.4791 -4.3537  0.09
H 1.8660 2.8470 -4.0085  0.12
H 4.5720 3.6928 -2.6503  0.14
H 4.7500 4.2325 -0.2284  0.11
H 3.5485 1.5611 3.6773  0.12
C 1.4944 -1.6474 -2.9375  -0.14
O 0.7938 -0.6509 -2.1906  -0.48
H 2.4995 -1.6568 -2.5319  0.08
H 1.4980 -1.3666 -3.9862  0.07
H 0.9204 -2.5997 -2.8705  0.08
H 1.8068 0.6978 -1.8406  0.10

What is the maximum force in the first record? 1.04 eV Å⁻¹